[1]
Entry from the Open Molecules 2025 dataset: a molecular structure, C21H24InN2O2P2Se2 (ωB97M-V/def2-TZVPD).

Geometry (Å):
C1 -0.483 5.550 3.397
H1 -0.296 -2.778 -1.845
H2 -6.225 -4.394 -0.907
C2 -2.773 5.624 -2.959
N1 2.870 0.389 0.004
H3 -1.347 -2.978 2.169
Se1 0.684 2.272 0.087
H4 -3.751 5.976 -3.259
H5 -1.746 6.568 -4.587
N2 2.959 -1.003 -0.091
C3 -1.353 -2.979 -1.682
C4 -5.745 -1.523 0.819
H6 0.662 4.356 2.034
H7 -6.294 -0.767 1.366
H8 -3.822 6.093 3.195
C5 1.876 -1.834 0.008
P1 -1.250 3.358 0.046
H9 -0.159 -3.581 0.983
H10 -3.550 4.638 1.235
H11 0.716 4.354 -1.885
P2 -1.844 -2.268 -0.088
C6 -4.368 -1.419 0.693
In1 -0.823 0.144 0.071
C7 -0.320 4.735 2.286
H12 -3.532 4.556 -1.267
C8 -1.390 4.374 -1.442
C9 -6.412 -2.593 0.243
H13 -3.790 -4.224 -1.134
C10 -0.396 5.504 -3.312
H14 -3.846 -0.589 1.156
C11 -3.651 -2.386 -0.008
H15 -1.949 -2.547 -2.484
C12 -1.219 -3.404 1.174
O1 0.682 -1.282 0.024
H16 -1.784 -4.333 1.105
C13 -0.262 4.710 -2.182
C14 -1.739 6.035 3.726
H17 0.483 5.765 -3.887
C15 -1.647 5.957 -3.700
H18 0.377 5.803 4.003
C16 -2.841 5.714 2.943
H19 3.295 0.711 0.868
H20 -1.861 6.661 4.599
H21 -7.486 -2.677 0.344
O2 2.034 -3.040 0.061
Se2 -2.881 1.874 0.050
H22 3.856 -1.456 -0.016
H23 3.372 0.811 -0.770
C17 -5.703 -3.560 -0.457
C18 -2.687 4.899 1.835
C19 -1.424 4.409 1.506
H24 -1.494 -4.060 -1.659
C20 -4.326 -3.462 -0.582
C21 -2.649 4.830 -1.832

Summary:
2S+1 = 1
net charge = +1

Atomic partial charges in e from the Löwdin method, atoms 1 to 4:
1 C -0.0611
2 H 0.0484
3 H 0.1133
4 C -0.0592



[2]
Entry from the Open Molecules 2025 dataset: C21H24N2O6 in the gas phase (ωB97M-V/def2-TZVPD).

Geometry (Å):
H1 6.004 2.211 1.016
H2 -3.025 2.200 0.946
C1 -6.627 0.208 0.453
H3 1.844 -1.346 -1.590
C2 -0.747 -0.750 0.324
C3 -4.498 -1.501 0.054
H4 2.683 -3.284 -2.661
C4 -1.202 2.234 -0.135
C5 -2.862 0.354 -0.176
C6 2.724 0.304 -0.568
C7 -5.356 0.724 0.249
C8 3.627 -1.922 -0.517
H5 0.574 -0.339 1.919
C9 -5.764 -2.015 0.260
O1 -0.448 2.260 0.801
H6 0.905 0.649 -1.409
H7 -3.664 -2.167 -0.108
O2 -0.859 2.516 -1.391
C10 3.749 0.760 0.249
C11 0.158 -1.220 1.431
O3 3.646 -3.251 -0.823
H8 -7.826 -1.557 0.622
O4 2.499 3.224 -0.494
H9 -2.538 0.058 -1.184
H10 -7.456 0.882 0.605
H11 6.805 1.587 2.481
H12 5.407 -2.165 0.645
H13 0.980 -1.801 1.022
H14 -0.389 -1.806 2.164
C12 -6.835 -1.159 0.462
C13 1.647 2.493 -0.950
H15 3.770 1.797 0.528
H16 -2.151 -0.245 1.718
H17 5.046 1.872 2.482
H18 0.376 4.163 -1.306
H19 -3.218 2.388 -0.827
C14 4.721 -0.137 0.681
N1 1.708 1.149 -1.037
O5 -0.432 -0.736 -0.854
C15 -4.278 -0.126 0.049
C16 2.660 -1.030 -0.962
N2 -1.967 -0.338 0.732
H20 1.645 -3.619 -1.249
H21 -5.223 1.794 0.244
C17 4.656 -1.474 0.303
H22 -5.917 -3.084 0.261
C18 5.899 1.546 1.878
C19 2.645 -3.754 -1.673
H23 0.549 3.076 -2.711
H24 2.851 -4.819 -1.773
C20 -2.673 1.877 -0.036
C21 0.413 3.116 -1.627
O6 5.768 0.201 1.481

Summary:
relative energy (zero: lowest compared OMol25 entry of this formula, charge and spin) = 30.4 kJ/mol
2S+1 = 1
SMILES = COc1cc(NC(=O)COC(=O)C[C@@H](NC(C)=O)c2ccccc2)cc(OC)c1
net charge = 0

Atomic partial charges in e from the Löwdin method, atoms 1 to 4:
1 H 0.0983
2 H 0.1349
3 C -0.0801
4 H 0.0992



[3]
Entry from the Open Molecules 2025 dataset: C21H24N2O6S in the gas phase (ωB97M-V/def2-TZVPD).

Geometry (Å):
H1 -0.160 0.198 3.632
C1 4.451 0.952 5.117
C2 0.366 0.249 2.691
C3 2.439 0.547 1.500
H2 2.302 0.467 -0.632
C4 0.853 -4.114 -4.045
N1 -1.275 1.180 -1.138
C5 -3.318 -2.510 -0.946
C6 -2.624 1.005 -0.952
C7 -1.132 -1.257 -1.065
C8 -0.336 -2.477 -1.165
C9 -0.359 0.044 -1.017
C10 -0.805 2.450 -1.309
O1 2.161 -4.308 -3.554
H3 -2.016 4.048 -2.083
O2 3.740 0.789 3.899
H4 2.525 -2.315 -3.150
H5 1.383 -4.215 -1.141
H6 4.077 1.821 5.662
C11 0.397 0.173 0.290
H7 3.502 0.725 1.512
O3 1.839 0.639 5.077
H8 5.494 1.091 4.844
C12 2.413 0.638 4.015
O4 0.346 2.727 -1.529
H9 -0.607 2.990 1.286
C13 -1.922 3.469 -1.161
S1 -3.469 2.521 -0.938
C14 1.907 -3.271 -1.318
C15 -1.629 4.411 0.010
H10 -3.186 -3.063 -1.874
C16 1.741 0.475 2.702
H11 4.333 0.067 5.746
H12 3.676 -3.533 -2.536
H13 0.099 -4.221 -3.260
H14 0.752 -3.126 -4.511
H15 -2.443 5.133 0.092
H16 -4.361 -2.232 -0.824
C17 2.618 -3.309 -2.685
O5 0.982 -2.192 -1.246
H17 -3.007 -3.172 -0.141
H18 -2.351 3.096 1.570
H19 -1.366 -0.082 1.486
C18 -0.300 0.097 1.492
C19 -2.486 -1.277 -0.954
H20 2.633 -3.097 -0.520
H21 -0.710 4.951 -0.230
H22 0.696 -4.886 -4.796
C20 -1.457 3.669 1.329
O6 -0.770 -3.606 -1.178
C21 1.766 0.400 0.302
N2 -3.223 -0.115 -0.849
H23 -1.283 4.378 2.133
H24 0.354 0.103 -1.849

Summary:
relative energy (zero: lowest compared OMol25 entry of this formula, charge and spin) = 72.2 kJ/mol
2S+1 = 1
SMILES = CC[C@@H]1SC2=NC(C)=C(C(=O)OCCOC)[C@H](c3ccc(C(=O)OC)cc3)N2C1=O
net charge = 0

Atomic partial charges in e from the Löwdin method, atoms 1 to 4:
1 H 0.1224
2 C -0.0467
3 C 0.0071
4 C 0.0091



[4]
Entry from the Open Molecules 2025 dataset: C21H24N2O8S in the gas phase at a distorted geometry (ωB97M-V/def2-TZVPD).

Geometry (Å):
H1 3.125 -3.441 2.328
O1 1.166 -1.949 2.882
H2 6.221 -1.154 -3.354
N1 -3.585 1.210 -0.332
H3 0.413 -0.034 3.137
S1 2.187 2.215 -0.300
C1 -4.950 -3.099 -1.912
H4 7.687 -1.803 -2.601
H5 0.074 2.676 1.575
O2 4.834 -0.965 -1.138
H6 -1.421 -2.313 2.206
C2 4.018 -2.378 0.697
H7 6.548 -1.842 -0.388
C3 0.422 1.922 -0.403
O3 -4.921 1.625 1.498
H8 -5.455 -4.855 -0.792
O4 -2.703 2.118 1.497
H9 -5.485 -3.391 -2.817
C4 3.070 -2.579 1.684
H10 -1.912 -0.635 2.460
C5 -5.531 -3.777 -0.682
C6 2.033 -1.669 1.873
H11 0.589 1.146 -2.367
C7 -0.090 1.359 -1.558
O5 -3.234 -1.473 -0.604
H12 -4.571 0.872 -2.144
C8 -1.442 1.067 -1.669
H13 5.646 -2.813 -1.584
C9 0.079 -1.079 3.137
H14 4.810 -3.100 0.585
O6 2.521 2.498 1.064
H15 -5.523 0.626 -0.657
H16 1.185 0.182 1.155
C10 -4.541 0.490 -1.120
H17 -0.801 -1.051 1.148
H18 3.578 0.829 -1.445
C11 -1.086 -1.279 2.171
H19 7.106 -0.187 -2.172
C12 -0.366 2.240 0.694
C13 -3.855 1.643 0.956
C14 -1.706 1.945 0.582
H20 -3.885 -3.334 -2.011
N2 2.803 0.746 -0.803
C15 3.954 -1.267 -0.129
C16 6.802 -1.196 -2.436
H21 -6.577 -3.505 -0.560
H22 -4.981 -3.475 0.206
C17 1.959 -0.555 1.042
C18 -4.200 -1.003 -1.140
H23 -1.847 0.616 -2.559
O7 -5.103 -1.674 -1.840
H24 -0.238 -1.339 4.151
C19 -2.240 1.360 -0.578
C20 5.964 -1.795 -1.317
O8 2.571 3.149 -1.315
C21 2.905 -0.352 0.053

Summary:
relative energy (zero: lowest compared OMol25 entry of this formula, charge and spin) = 102.3 kJ/mol
2S+1 = 1
SMILES = CCOC(=O)Cn1c(=O)oc2cc(S(=O)(=O)Nc3cc(OCC)ccc3OCC)ccc21
net charge = 0

Atomic partial charges in e from the Löwdin method, atoms 1 to 4:
1 H 0.1172
2 O -0.0439
3 H 0.0771
4 N 0.0545



HOMO energy / eV: -11.77, -7.96, -8.68, -7.76
HOMO-LUMO gap / eV: 8.0, 8.5, 8.4, 8.2
E_tot / eV: -183682.3479, -37432.7444, -48267.8075, -52362.2909